This record from the OMol25 dataset describes a structure of composition C26H24Cl2MoN10O2 at a distorted geometry. The level of theory is wB97M-V/def2-TZVPD.

The value obtained for the HOMO energy (spin up / spin down) is -11.9782 / -12.3459 eV. The calculation puts the relative energy (zero: lowest compared OMol25 entry of this formula, charge and spin) at 201.69 kJ/mol. The largest force on an atom comes out at 0.074 Eh/bohr. The electronic energy comes out at -2691.32854 Ha.

```
! wB97M-V def2-TZVPD RIJCOSX def2/J DEFGRID3
* xyz 2 3
Mo 10.756 -4.112 10.883
Cl 13.440 -10.402 12.477
Cl 14.001 -10.247 9.231
O 11.769 -6.067 7.313
O 11.829 -4.826 14.412
N 8.909 -2.791 14.590
N 7.056 -4.827 13.097
N 10.686 -1.833 10.229
N 11.240 -5.815 9.618
N 8.769 -5.099 11.651
N 11.926 -5.508 12.214
N 10.265 -2.954 12.816
N 14.835 -5.790 12.635
N 9.437 -4.041 9.062
N 12.939 -3.357 10.287
C 8.361 -3.761 6.462
C 9.142 -3.442 13.401
C 7.966 -2.953 7.549
C 16.509 -6.045 14.380
C 13.133 -1.891 10.141
C 12.443 -7.935 9.413
C 7.767 -6.049 11.410
C 14.284 -5.562 15.020
C 8.462 -3.174 8.840
C 13.177 -8.958 10.029
C 11.929 -6.880 10.149
C 12.626 -7.900 12.235
C 11.839 -1.342 9.462
C 15.584 -5.722 15.401
C 9.360 -4.663 6.677
C 11.024 -5.703 8.241
C 13.064 -9.026 11.506
C 12.448 -5.283 13.444
C 8.332 -4.456 12.737
C 9.941 -4.724 7.973
C 16.111 -6.053 13.020
C 12.172 -6.761 11.582
C 6.725 -5.877 12.242
C 10.828 -2.089 13.733
C 13.975 -5.560 13.627
C 9.999 -2.006 14.841
H 7.053 -2.323 7.495
H 16.855 -6.206 12.292
H 10.751 -1.416 11.155
H 15.982 -5.535 16.372
H 13.161 -3.729 9.348
H 12.775 -7.778 13.317
H 7.867 -2.685 9.629
H 11.784 -0.261 9.414
H 8.014 -2.843 15.176
H 11.697 -1.561 13.569
H 12.320 -7.990 8.361
H 7.825 -6.914 10.777
H 10.192 -1.590 15.822
H 9.828 -1.541 9.858
H 13.592 -3.801 10.963
H 13.257 -1.442 11.158
H 7.692 -3.835 5.620
H 11.903 -1.734 8.432
H 13.471 -5.402 15.697
H 5.728 -6.295 12.378
H 17.507 -6.383 14.602
H 9.697 -5.443 6.014
H 6.530 -4.394 13.860
H 13.985 -1.535 9.598
*
```

This record from the OMol25 dataset describes a structure of composition C16H32CuNO2P2Si at a distorted geometry. The level of theory is wB97M-V/def2-TZVPD.

The value obtained for the HOMO energy (spin up / spin down) is -8.1474 / -9.5167 eV. The calculation puts the relative energy (zero: lowest compared OMol25 entry of this formula, charge and spin) at 287.01 kJ/mol. The largest force on an atom comes out at 0.050 Eh/bohr. The electronic energy comes out at -3446.43190 Ha.

```
! wB97M-V def2-TZVPD RIJCOSX def2/J DEFGRID3
* xyz 1 2
Cu -0.688 -0.108 0.086
P -2.500 0.663 -0.857
P 2.425 -0.973 -0.073
Si -0.087 0.262 3.496
O 2.469 2.766 -3.654
O 0.121 2.696 0.278
N -0.383 -1.065 -1.753
C 0.845 -1.383 -2.323
C 2.652 -2.520 0.802
C -1.527 -2.151 -3.572
C -1.521 -1.388 -2.404
C -4.035 0.920 0.031
C -2.379 2.032 -2.051
C 0.862 -2.165 -3.520
C 3.986 -0.131 0.190
C 2.133 -1.042 -1.813
C -1.713 1.138 3.754
C 1.242 -0.036 0.780
C -0.318 -2.546 -4.145
C 0.436 0.308 1.707
C 1.268 1.171 4.431
C -0.257 -1.511 4.093
C -2.859 -0.798 -1.939
H -0.331 -3.095 -5.092
H -1.181 -1.976 3.706
H 1.062 1.067 5.512
H 2.027 3.240 -4.399
H 3.718 -2.743 0.861
H 0.595 -2.135 3.768
H -1.472 1.936 -2.666
H -3.476 -0.526 -2.808
H -1.838 1.287 4.836
H 0.937 2.357 0.776
H 1.825 -2.525 -3.891
H -1.714 2.120 3.264
H 2.265 0.759 4.198
H -2.302 2.983 -1.502
H -3.253 2.071 -2.721
H -3.843 1.675 0.804
H 4.814 -0.837 0.068
H -0.308 -1.516 5.198
H 3.193 3.385 -3.417
H -2.513 -2.333 -4.016
H -3.404 -1.544 -1.344
H -2.565 0.555 3.379
H -4.310 -0.012 0.542
H 0.448 2.933 -0.584
H 4.009 0.294 1.201
H -4.876 1.246 -0.602
H 1.275 2.242 4.169
H 2.135 -3.332 0.289
H 2.284 -2.473 1.829
H -0.364 1.585 0.081
H 2.964 -1.483 -2.416
H 4.029 0.654 -0.569
*
```

This record from the OMol25 dataset describes a structure of composition C24H23Cl3FeN3O2S2 at a distorted geometry. The level of theory is wB97M-V/def2-TZVPD.

The value obtained for the HOMO energy (spin up / spin down) is -7.0139 / -6.9993 eV. The calculation puts the relative energy (zero: lowest compared OMol25 entry of this formula, charge and spin) at 38.03 kJ/mol. The largest force on an atom comes out at 0.027 Eh/bohr. The electronic energy comes out at -4683.78917 Ha.

```
! wB97M-V def2-TZVPD RIJCOSX def2/J DEFGRID3
* xyz 0 6
Fe -0.499 -0.017 0.172
Cl 5.078 -0.084 1.643
Cl -0.314 -0.194 2.623
Cl -2.139 7.357 -0.111
S -0.549 0.093 -2.410
S 2.110 -0.242 0.428
O 0.192 1.994 0.316
O -2.351 1.061 0.332
N -0.013 -2.284 0.273
N 0.323 2.587 -2.778
N 1.934 1.058 -2.338
C 2.386 -0.154 2.139
C -1.479 5.745 0.035
C -2.250 -4.006 -2.975
C 1.585 -0.081 4.475
C 1.371 -0.138 3.111
C -2.786 -4.234 -0.252
C 2.878 -0.033 4.955
C 0.472 4.327 0.236
C 3.690 -0.092 2.693
C 3.932 -0.036 4.054
C -2.291 4.660 0.065
C -2.580 -2.878 -2.247
C 0.494 -3.300 0.156
C -0.342 3.143 0.252
C -2.458 -5.356 -0.984
C -1.747 3.355 0.174
C 2.958 2.082 -2.180
C -2.182 -5.252 -2.351
C 0.655 1.327 -2.488
C -2.847 -2.956 -0.860
C -0.077 5.575 0.132
C -3.114 -1.800 -0.102
C -2.643 2.256 0.221
C 1.178 -4.593 0.044
H 0.956 3.346 -2.573
H 3.008 2.714 -3.069
H -3.713 2.511 0.162
H -2.416 -6.326 -0.499
H -2.619 -1.906 -2.733
H 3.065 0.008 6.022
H 1.545 4.190 0.334
H 2.231 -4.469 0.293
H 4.956 0.008 4.406
H -1.924 -6.135 -2.923
H -3.369 4.784 0.012
H 2.138 0.135 -1.996
H 3.918 1.591 -2.048
H 0.736 -0.074 5.153
H 1.087 -4.968 -0.973
H 0.726 -5.309 0.726
H -3.218 -0.820 -0.562
H -0.659 2.799 -2.767
H -3.313 -1.879 0.965
H -2.039 -3.919 -4.035
H -2.996 -4.314 0.812
H 0.558 6.455 0.131
H 2.766 2.689 -1.290
*
```

This record from the OMol25 dataset describes a structure of composition C28H38CsN4OPSb at a distorted geometry. The level of theory is wB97M-V/def2-TZVPD.

The value obtained for the HOMO energy is -10.2081 eV. The calculation puts the relative energy (zero: lowest compared OMol25 entry of this formula, charge and spin) at 93.40 kJ/mol. The largest force on an atom comes out at 0.057 Eh/bohr. The electronic energy comes out at -1985.59105 Ha.

```
! wB97M-V def2-TZVPD RIJCOSX def2/J DEFGRID3
* xyz 1 1
Cs 0.679 0.904 -1.996
Sb -1.854 -1.295 -1.166
P 0.414 1.741 1.168
O 1.511 -1.259 -0.932
N 2.747 -0.893 -2.835
N 3.517 -3.006 -3.189
N 3.059 2.191 -0.227
N 4.093 -1.329 -4.704
C -0.463 -0.493 2.489
C -2.028 -0.571 4.312
C -0.356 5.675 0.274
C -1.725 -3.126 -0.057
C -1.737 5.715 0.149
C 2.680 -3.117 -2.003
C 3.109 2.443 1.178
C -3.268 -1.920 -2.643
C -2.825 -4.154 -0.309
C -2.478 4.559 0.364
C 2.226 -1.674 -1.831
C 4.338 3.234 3.091
C -3.249 -0.249 0.082
C -1.183 -1.225 3.424
C 4.139 -4.109 -3.907
C 4.287 2.927 1.741
C 3.468 -1.731 -3.594
C -1.841 3.374 0.707
C -0.557 0.899 2.448
C 3.220 3.059 3.899
C 2.051 2.580 3.330
C -1.403 1.545 3.347
C -4.314 -1.093 0.783
C -2.139 0.814 4.271
C -2.620 -2.744 -3.757
C 1.968 2.283 1.970
C -0.452 3.327 0.853
C 0.284 4.488 0.619
H -3.717 -1.005 -3.033
H -2.853 -4.479 -1.351
H -2.675 -5.049 0.300
H -3.708 0.490 -0.581
H -2.599 -1.137 5.037
H -2.237 6.641 -0.106
H 1.177 2.441 3.957
H 3.812 -4.144 -4.947
H -3.815 -3.767 -0.072
H -2.654 0.307 0.807
H 4.091 -0.349 -4.921
H 3.259 3.293 4.955
H -2.795 1.328 4.961
H 1.830 -3.785 -2.156
H 3.977 2.163 -0.645
H 4.738 -1.921 -5.196
H -0.739 -3.543 -0.272
H -1.821 -2.190 -4.258
H -2.440 2.487 0.882
H -2.170 -3.664 -3.374
H 5.165 3.050 1.117
H -1.500 2.624 3.316
H -3.339 -3.038 -4.525
H -4.970 -0.468 1.395
H 0.229 6.571 0.114
H 3.240 -3.444 -1.126
H 5.227 -4.051 -3.862
H 0.185 -1.009 1.786
H -4.946 -1.630 0.073
H -4.071 -2.475 -2.155
H -1.090 -2.304 3.457
H -3.557 4.575 0.271
H -1.689 -2.828 0.995
H 3.835 -5.040 -3.435
H 5.264 3.606 3.514
H -3.874 -1.840 1.446
H 2.572 1.334 -0.438
H 1.362 4.476 0.721
*
```

This record from the OMol25 dataset describes the molecule C4H4N2O at a distorted geometry. The level of theory is wB97M-V/def2-TZVPD.

The value obtained for the HOMO energy is -8.9221 eV. The calculation puts the relative energy (zero: lowest compared OMol25 entry of this formula, charge and spin) at 250.04 kJ/mol. Its SMILES is O=Nc1ccc[nH]1. The largest force on an atom comes out at 0.042 Eh/bohr. The electronic energy comes out at -339.48643 Ha.

```
! wB97M-V def2-TZVPD RIJCOSX def2/J DEFGRID3
* xyz 0 1
O 1.409 2.427 0.927
N -0.566 0.829 -0.029
N 1.732 1.308 0.657
C -0.464 -1.346 -0.366
C 0.856 -0.953 -0.001
C -1.302 -0.246 -0.407
C 0.733 0.413 0.204
H -0.842 1.826 0.055
H 1.696 -1.675 0.059
H -2.410 -0.203 -0.578
H -0.843 -2.380 -0.521
*
```

This record from the OMol25 dataset describes a cluster of 11 separate species, C46H124N10O13 in total at a distorted geometry. The level of theory is wB97M-V/def2-TZVPD.

The value obtained for the HOMO energy is -8.6223 eV. The calculation puts the relative energy (zero: lowest compared OMol25 entry of this formula, charge and spin) at 2.30 kJ/mol. Its SMILES is COC[C@H](C)N.COC[C@H](C)N.COC[C@H](C)N.COC[C@H](C)N.COC[C@H](C)N.COC[C@H](C)N.COC[C@H](C)N.COC[C@H](C)N.COCCNCCOC.COCCNCCOC.CCO. The largest force on an atom comes out at 0.036 Eh/bohr. The electronic energy comes out at -3352.42787 Ha.

```
! wB97M-V def2-TZVPD RIJCOSX def2/J DEFGRID3
* xyz 0 1
O 1.556 -7.360 -0.687
O -5.515 2.882 0.545
O 5.830 2.101 -4.667
O -4.892 9.622 0.687
O -3.441 -1.828 0.668
O 0.913 -0.272 1.783
O 3.767 -4.390 3.140
O 5.760 3.663 1.146
O -0.721 3.549 -1.215
O -0.695 -2.264 -3.037
O 5.065 -4.019 -0.866
O -4.452 5.113 -3.706
O -0.670 -5.488 7.946
N 2.199 -4.988 5.680
N 4.585 -0.435 -1.700
N 3.129 1.258 0.439
N 1.586 -6.273 2.821
N -1.532 0.652 0.092
N 3.504 2.118 -6.628
N -2.598 8.001 0.734
N 0.992 -5.561 -3.247
N -6.512 8.174 -3.600
N -6.628 -1.712 2.539
C -0.205 -5.193 9.238
C -6.316 6.728 -3.612
C -5.334 9.520 -0.651
C -2.271 1.811 -0.404
C -1.333 0.618 1.522
C -7.167 5.988 -4.635
C 4.067 2.028 1.265
C 6.657 1.440 -3.734
C 1.031 -4.572 6.459
C 2.122 -7.087 0.571
C 0.348 -5.791 7.034
C 4.794 -4.777 2.252
C -6.790 2.229 0.364
C -4.931 8.407 1.398
C 4.750 -4.975 -1.864
C 1.674 -1.445 1.963
C -3.813 6.211 1.873
C -0.461 -0.543 1.940
C 1.106 -6.421 1.459
C -4.818 6.465 -3.731
C 4.522 1.203 2.463
C 4.206 -4.286 4.496
C 3.676 2.821 -5.333
C -5.230 -1.425 2.231
C 2.385 -8.179 -1.486
C -0.342 -0.928 -2.753
C 4.416 -2.769 -1.020
C -0.065 -4.545 -3.419
C -4.338 -1.863 3.389
C 0.370 2.689 -1.372
C -7.338 2.662 -0.978
C 5.178 2.600 0.432
C -1.642 3.159 -0.197
C -4.804 -2.037 0.888
C -1.306 -4.943 -2.651
C 2.296 3.177 -4.824
C 6.920 4.151 0.514
C -3.923 7.377 0.899
C 5.287 -1.712 -1.659
C 4.473 2.028 -4.327
C -4.518 4.501 -2.431
C 0.412 -3.130 -3.111
C -3.034 -2.154 -0.648
C 0.740 -5.044 0.926
C 6.579 -1.500 -0.907
C 3.034 -3.848 5.311
H -4.292 6.950 -0.047
H -5.485 10.545 -0.984
H 4.560 0.058 -0.815
H 0.218 -7.057 1.470
H 0.173 -4.425 1.622
H -6.210 8.886 -0.806
H 5.927 1.839 0.142
H 2.396 3.676 -3.853
H -4.546 9.102 -1.297
H -5.134 -0.339 2.102
H 5.279 -5.735 2.437
H 3.366 -3.374 6.238
H -0.824 -1.474 1.483
H 0.354 -3.981 5.824
H -6.782 -2.698 2.734
H -4.292 7.045 -2.954
H 3.705 0.622 2.893
H 0.887 -3.170 -2.109
H -4.809 5.792 2.058
H 0.162 -5.124 0.005
H 1.841 -5.380 4.808
H 1.698 2.280 -4.654
H -3.329 -3.180 -0.899
H 7.704 1.610 -3.973
H 0.146 1.801 -1.974
H 1.927 -5.172 -3.308
H -6.652 6.349 -2.638
H -7.186 -1.554 1.702
H -1.043 -5.242 9.931
H -7.378 8.435 -4.074
H 0.554 -5.914 9.562
H -2.352 1.630 -1.483
H 0.208 -4.179 9.292
H 3.425 -7.825 -1.489
H -1.244 -4.707 -1.580
H 5.514 -3.950 2.148
H 1.809 3.892 -5.482
H 4.210 3.735 -5.608
H 1.109 -6.467 7.451
H -2.761 8.917 0.318
H 2.405 -9.175 -1.022
H 2.358 -5.620 2.950
H 4.092 -2.425 -0.031
H -0.870 1.541 1.866
H -4.578 3.432 -2.615
H 4.992 -3.522 4.548
H -5.008 -3.119 0.938
H -6.589 2.482 -1.749
H -0.421 -0.731 -1.680
H 1.159 -2.775 -3.830
H 1.664 -7.137 3.333
H 2.713 -1.237 1.696
H 4.359 -4.733 1.252
H -2.183 -4.400 -3.000
H -8.189 2.020 -1.210
H 2.428 -8.036 1.051
H -3.621 4.712 -1.834
H 4.827 2.955 -0.552
H -0.305 -4.581 -4.490
H 0.738 2.356 -0.394
H 4.269 1.483 -6.810
H 4.180 0.970 -4.362
H 5.155 -5.918 -1.502
H -2.089 7.504 0.006
H 0.687 -0.738 -3.072
H -1.027 -0.239 -3.251
H -3.301 -1.981 3.072
H 7.171 5.094 0.995
H -1.954 -0.187 -0.271
H 1.374 -3.913 7.261
H -4.466 6.908 -4.670
H 6.717 4.400 -0.540
H 3.659 -5.122 -1.861
H 5.080 -4.685 -2.861
H -3.159 5.427 1.495
H -0.082 -6.395 6.227
H -4.799 8.638 2.453
H -4.315 -1.121 4.185
H 7.738 3.425 0.524
H 6.494 1.756 -2.697
H 0.935 -5.911 -2.292
H 6.414 0.372 -3.804
H -7.479 2.494 1.166
H 1.726 -1.778 3.009
H 6.408 -0.847 -0.042
H 3.508 2.899 1.643
H -3.310 1.823 -0.038
H -4.719 -2.813 3.769
H 2.616 1.649 -6.721
H 5.323 0.529 2.149
H -6.909 6.198 -5.672
H 3.621 -0.519 -1.999
H -3.507 -1.508 -1.399
H -5.410 -1.547 0.113
H 1.170 3.205 -1.909
H 2.598 1.838 -0.202
H -1.107 3.207 0.762
H 7.051 -2.433 -0.609
H 2.429 -3.109 4.764
H 4.227 2.489 -3.359
H -7.150 4.917 -4.412
H -7.556 3.726 -0.939
H 5.539 -2.025 -2.681
H -1.496 -6.016 -2.681
H -6.553 1.161 0.369
H -8.222 6.236 -4.475
H -5.917 7.936 1.249
H -5.457 3.140 1.469
H -2.363 3.972 -0.193
H 2.388 0.831 0.991
H 4.845 1.876 3.256
H -2.275 0.498 2.086
H 4.582 -5.263 4.805
H 3.076 -6.543 0.501
H -3.421 6.540 2.838
H -5.914 8.746 -4.197
H 1.315 -2.255 1.324
H -1.952 -2.077 -0.637
H 2.062 -8.248 -2.520
H -0.634 -0.695 3.021
H 1.664 -4.488 0.721
H -5.383 4.861 -1.870
H 7.283 -0.891 -1.482
H 3.503 -2.898 -1.620
*
```